The following is a quantum chemistry calculation of a structure of composition C18H14Br6CuF16N2O20S4 in a non-equilibrium geometry, from the Open Molecules 2025 dataset.

CARTESIAN COORDINATES (ANGSTROEM)
Cu (-1.75026, 13.44705, 0.03244)
C (-1.84062, 14.37764, 4.23552)
F (-1.95240, 15.31335, 5.15177)
F (-0.58676, 14.03643, 3.99610)
F (-2.44361, 13.21718, 4.65851)
S (-2.71251, 14.86410, 2.53563)
O (-3.83908, 15.77720, 2.78305)
O (-1.66668, 15.44416, 1.69538)
N (-3.06440, 13.35936, 1.62287)
S (-4.56729, 13.22642, 2.06480)
O (-4.83095, 13.23794, 3.52664)
O (-5.44893, 13.97481, 1.14504)
C (-4.90002, 11.36451, 1.69657)
F (-4.70986, 11.11691, 0.38235)
F (-4.05274, 10.60718, 2.45724)
F (-6.12654, 11.10878, 2.02365)
C (1.88243, 10.82710, 0.14979)
F (1.06712, 10.43755, -0.90880)
F (2.32450, 9.73913, 0.74736)
F (2.89812, 11.56664, -0.33898)
S (0.94449, 11.99276, 1.40378)
O (-0.21894, 11.14770, 1.79182)
O (1.87549, 12.17770, 2.54549)
N (0.31805, 13.33675, 0.46151)
S (1.47710, 14.37221, 0.71677)
O (1.14823, 15.30080, 1.75251)
O (2.87300, 13.93269, 0.57054)
C (1.17357, 15.39887, -0.91202)
F (-0.10892, 15.74459, -0.89823)
F (1.94582, 16.50943, -0.80026)
F (1.55911, 14.64934, -1.95715)
C (-3.29017, 18.66138, -2.38524)
C (-4.14171, 17.79279, -3.23962)
O (-3.82435, 16.54343, -2.83946)
C (-3.15720, 16.54378, -1.65184)
O (-2.71347, 15.56505, -0.98720)
O (-2.98502, 17.82459, -1.30849)
F (-3.74335, 17.84376, -4.47812)
H (-3.90417, 19.53781, -2.17795)
H (-2.40699, 18.98263, -2.93742)
H (-5.20101, 17.92336, -3.01840)
C (-1.20963, 7.83982, 2.37153)
C (-1.92166, 8.01395, 3.73643)
O (-3.25837, 7.69331, 3.36598)
C (-3.32744, 7.06566, 2.17973)
O (-4.31472, 6.46365, 1.77006)
O (-2.10690, 6.90313, 1.67664)
F (-1.87787, 9.30568, 4.07106)
H (-0.19092, 7.46560, 2.47294)
H (-1.17154, 8.75414, 1.77936)
H (-1.51065, 7.37587, 4.51875)
C (-1.30819, 13.48491, -5.56837)
C (-0.35629, 14.58663, -5.20633)
O (-0.38834, 14.65021, -3.85270)
C (-1.04223, 13.58712, -3.38972)
O (-1.24294, 13.17515, -2.21727)
O (-1.55312, 12.89193, -4.37324)
F (-0.91924, 15.67851, -5.66557)
H (-0.90460, 12.66768, -6.16616)
H (-2.21432, 13.94896, -5.95783)
H (0.60868, 14.50212, -5.70613)
C (-1.85192, 7.81345, -1.52182)
C (-3.35492, 8.11272, -1.73104)
O (-3.24563, 9.52696, -1.61973)
C (-2.25525, 9.88953, -0.78409)
O (-2.05062, 11.06668, -0.38052)
O (-1.49069, 8.81799, -0.62340)
F (-4.09676, 7.62061, -0.82478)
H (-1.24027, 7.86998, -2.42226)
H (-1.73175, 6.81428, -1.10310)
H (-3.76698, 7.91464, -2.72051)
C (2.30196, 10.75877, -4.22263)
Br (2.40724, 12.34373, -5.36518)
Br (3.61395, 9.37352, -4.74963)
Br (0.46655, 10.05676, -3.96416)
H (2.64459, 11.14817, -3.26395)
C (3.50677, 16.11522, 4.46134)
Br (4.50403, 14.65656, 3.51122)
Br (4.06938, 17.96289, 3.79726)
Br (3.58030, 16.03503, 6.41878)
H (2.45463, 16.09221, 4.17750)

- largest force on an atom (eV/Å) = 6.3
- net charge = -1
- <S²> = 2.006
- spin multiplicity = 3
- E_HOMO (alpha / beta) (eV) = -1.87 / -6.45
- Kohn-Sham gap (alpha / beta) (eV) = 3.315 / 4.411

The following is a quantum chemistry calculation of a structure of composition C18H14Cl3FeGeN2O6 in a non-equilibrium geometry, from the Open Molecules 2025 dataset.

CARTESIAN COORDINATES (ANGSTROEM)
Fe (-0.08837, 0.11602, -0.10012)
O (1.70397, -0.39257, -0.57649)
C (1.98816, -1.62423, -0.80596)
C (3.05542, -1.93132, -1.69344)
C (3.43664, -3.22281, -1.94125)
C (2.78955, -4.31010, -1.32847)
C (1.75156, -4.04515, -0.47036)
C (1.32778, -2.73509, -0.19756)
C (0.24716, -2.55535, 0.72991)
N (-0.21631, -1.42311, 1.10045)
C (-1.31820, -1.34955, 2.05460)
C (-2.36457, -0.32804, 1.55059)
N (-2.06429, -0.05691, 0.15398)
C (-2.91136, 0.39001, -0.68679)
C (-2.60755, 0.44187, -2.09281)
C (-3.50685, 1.02041, -2.99448)
C (-3.28930, 0.97370, -4.35199)
C (-2.14286, 0.31360, -4.82080)
C (-1.24836, -0.27658, -3.96294)
C (-1.43095, -0.22609, -2.55711)
O (-0.60638, -0.82444, -1.76913)
H (3.55428, -1.09227, -2.16041)
H (4.25854, -3.40804, -2.62497)
H (3.11085, -5.32590, -1.51880)
H (1.23770, -4.86130, 0.02945)
H (-0.17656, -3.46422, 1.16822)
H (-0.91905, -1.02307, 3.01727)
H (-1.75552, -2.34632, 2.17720)
H (-2.26595, 0.60007, 2.11018)
H (-3.37823, -0.72325, 1.66466)
H (-3.92326, 0.65277, -0.36226)
H (-4.38649, 1.51962, -2.59901)
H (-3.98086, 1.43872, -5.04247)
H (-1.95024, 0.27813, -5.88814)
H (-0.35596, -0.77012, -4.32602)
O (-0.94430, 3.56709, 1.46671)
C (-0.55079, 2.64597, 0.78644)
O (-0.33134, 1.43602, 1.23239)
C (-0.30964, 2.76236, -0.75069)
O (-0.48850, 3.80630, -1.34780)
O (0.08822, 1.64377, -1.25544)
Cl (1.47940, -0.42896, 4.58383)
Ge (2.39750, 0.42033, 2.55834)
Cl (3.56572, 2.21834, 3.47086)
Cl (4.25867, -1.01010, 2.47024)

- largest force on an atom (eV/Å) = 1.1
- net charge = -2
- <S²> = 0.814
- spin multiplicity = 2
- E_HOMO (alpha / beta) (eV) = -2.21 / -2.20
- Kohn-Sham gap (alpha / beta) (eV) = 6.798 / 6.800
- ΔE to the lowest compared entry with this formula, charge and spin (eV) = 0.000